Model a:
Formula: C24H21Cl2HgN9O2S
Source: the OMol25 dataset
Level of theory: ωB97M-V/def2-TZVPD

Each line ends with the natural charge from an NBO analysis.
Atoms and positions in Å:
Hg: -0.1014 0.1315 -0.1990  1.52
Cl: 3.7690 -4.9390 2.6969  -0.03
C: 2.3951 -3.9354 2.2983  -0.08
C: 2.6286 -2.6669 1.7931  -0.30
C: 1.5749 -1.8199 1.4318  0.15
N: 1.7518 -0.6016 0.8186  -0.82
C: 2.9185 0.0865 0.7273  0.59
O: 3.9774 -0.1918 1.3204  -0.71
C: 2.8557 1.2556 -0.1682  -0.04
C: 3.9893 2.0721 -0.2914  -0.18
C: 4.0451 3.0937 -1.2039  -0.30
C: 2.9165 3.2697 -2.0753  -0.34
C: 1.8207 2.4817 -1.8848  0.01
N: 1.7002 1.5226 -0.9321  -0.72
C: 0.2331 -2.2794 1.6356  0.21
C: 0.0350 -3.5535 2.1584  -0.29
C: 1.1016 -4.3824 2.4783  -0.09
Cl: 0.7594 -5.9800 3.0960  -0.04
N: -0.8182 -1.4339 1.2370  -0.77
C: -2.1005 -1.7145 1.4200  0.60
O: -2.6275 -2.6453 2.0429  -0.68
C: -3.0775 -0.7318 0.7813  0.15
C: -4.3526 -1.2039 0.4715  -0.22
C: -5.2713 -0.3339 -0.0799  -0.18
C: -4.9079 0.9930 -0.2694  -0.27
C: -3.6226 1.3732 0.0734  0.03
N: -2.7165 0.5292 0.5682  -0.46
H: 3.6382 -2.3058 1.6763  0.27
H: 4.8240 1.8409 0.3574  0.23
H: 4.9233 3.7200 -1.2925  0.19
H: 2.9175 4.0030 -2.8717  0.20
H: 0.9698 2.5960 -2.5470  0.17
H: -0.9719 -3.9042 2.3109  0.27
H: -4.5795 -2.2393 0.6794  0.25
H: -6.2610 -0.6795 -0.3531  0.21
H: -5.5974 1.7178 -0.6820  0.21
H: -3.2928 2.3965 -0.0646  0.20
N: 1.7030 -1.1585 -2.5373  -0.65
N: 1.9820 -2.4826 -2.2359  -0.45
C: 1.0156 -3.3239 -1.7983  0.30
N: 1.4899 -4.5537 -1.4462  -0.81
S: -0.6005 -2.9564 -1.6650  -0.28
H: 1.9690 -0.9428 -3.4891  0.35
H: 2.1485 -0.5184 -1.8878  0.40
H: 2.9455 -2.7520 -2.0955  0.37
H: 2.4468 -4.6271 -1.1361  0.38
H: 0.8274 -5.1075 -0.9283  0.42
N: -1.1186 3.2465 -1.1255  -0.80
C: -1.5171 2.4553 -2.1765  0.41
C: -2.2004 2.9949 -3.2774  -0.31
C: -2.6269 2.1451 -4.2696  -0.14
C: -2.3784 0.7785 -4.1654  -0.31
C: -1.6943 0.3307 -3.0537  0.07
N: -1.2664 1.1483 -2.0869  -0.56
H: -0.9569 4.2164 -1.3405  0.39
H: -0.3873 2.8398 -0.5541  0.41
H: -2.3841 4.0604 -3.3251  0.21
H: -3.1532 2.5435 -5.1287  0.21
H: -2.7015 0.0786 -4.9223  0.22
H: -1.4577 -0.7201 -2.9143  0.24

## Properties
HOMO-LUMO gap (alpha / beta): 4.312 / 6.445 eV
2S+1: 2
Net charge: -1

Model b:
Formula: C24H21Cl2HgN9O2S
Source: the OMol25 dataset
Level of theory: ωB97M-V/def2-TZVPD

Each line ends with the natural charge from an NBO analysis.
Atoms and positions in Å:
Hg: 0.1418 0.0011 0.1910  1.52
Cl: -4.9706 0.4102 4.8326  -0.03
C: -4.1154 -0.0378 3.3785  -0.06
C: -2.7396 -0.1795 3.4379  -0.31
C: -1.9925 -0.5405 2.3024  0.14
N: -0.6205 -0.5688 2.2468  -0.82
C: 0.2098 -0.5581 3.3398  0.56
O: -0.1423 -0.8388 4.5063  -0.72
C: 1.5659 -0.1555 3.0294  -0.05
C: 2.5142 -0.0653 4.0738  -0.19
C: 3.7822 0.3788 3.8389  -0.28
C: 4.1241 0.7543 2.4998  -0.37
C: 3.1653 0.6248 1.5280  0.05
N: 1.9154 0.1806 1.7192  -0.65
C: -2.6977 -0.7509 1.0749  0.19
C: -4.0800 -0.6043 1.0521  -0.27
C: -4.7906 -0.2484 2.1889  -0.11
Cl: -6.5251 -0.0798 2.0765  -0.04
N: -1.9269 -0.9598 -0.0863  -0.76
C: -2.3945 -1.5700 -1.1598  0.59
O: -3.4379 -2.2242 -1.3093  -0.70
C: -1.5228 -1.3804 -2.3951  0.15
C: -1.8900 -2.0368 -3.5703  -0.23
C: -1.1729 -1.7904 -4.7253  -0.18
C: -0.1192 -0.8815 -4.6798  -0.27
C: 0.1782 -0.2872 -3.4647  0.04
N: -0.4916 -0.5394 -2.3447  -0.47
H: -2.2226 -0.0473 4.3752  0.26
H: 2.1809 -0.3530 5.0615  0.23
H: 4.5043 0.4570 4.6422  0.19
H: 5.1074 1.1241 2.2420  0.19
H: 3.4190 0.8997 0.5096  0.17
H: -4.6144 -0.7744 0.1322  0.25
H: -2.7358 -2.7065 -3.5342  0.25
H: -1.4383 -2.2808 -5.6541  0.21
H: 0.4573 -0.6348 -5.5617  0.21
H: 0.9925 0.4307 -3.3869  0.20
N: -0.3491 2.5312 2.0421  -0.64
N: -1.4511 3.0738 1.3938  -0.44
C: -1.5430 2.9760 0.0481  0.32
N: -2.7427 3.3578 -0.4560  -0.79
S: -0.3221 2.4440 -0.9778  -0.31
H: -0.6025 1.7315 2.6120  0.40
H: 0.1285 3.2368 2.5870  0.36
H: -2.3385 3.0474 1.8859  0.38
H: -3.2950 4.0248 0.0606  0.39
H: -2.7725 3.4441 -1.4580  0.41
N: 1.9227 -2.6788 -1.1770  -0.78
C: 2.4683 -1.5927 -1.8076  0.41
C: 3.3404 -1.7509 -2.8984  -0.31
C: 3.8936 -0.6298 -3.4687  -0.15
C: 3.5856 0.6298 -2.9549  -0.31
C: 2.7241 0.6883 -1.8809  0.05
N: 2.1756 -0.3904 -1.3166  -0.53
H: 1.8187 -3.5228 -1.7119  0.39
H: 1.1741 -2.4898 -0.5271  0.41
H: 3.5666 -2.7426 -3.2671  0.21
H: 4.5666 -0.7295 -4.3112  0.21
H: 3.9988 1.5346 -3.3761  0.22
H: 2.4361 1.6401 -1.4473  0.22

## Properties
HOMO-LUMO gap (alpha / beta): 3.704 / 6.119 eV
2S+1: 2
Net charge: -1

Quick ranking, most stable first: model a, model b.

Model a:
Formula: H4N2Si
Source: the OMol25 dataset
Level of theory: ωB97M-V/def2-TZVPD

Each line ends with the natural charge from an NBO analysis.
Atoms and positions in Å:
N: 0.8185 0.4982 0.0100  -0.86
N: -0.4098 0.5858 -0.6831  -0.81
Si: -0.2328 -0.7941 0.2965  1.40
H: 1.6049 0.8381 -0.5273  0.37
H: -1.0114 1.8660 -0.4328  0.28
H: -0.7485 -1.8496 -0.4960  -0.20
H: -0.0210 -1.1445 1.8327  -0.17

## Properties
HOMO-LUMO gap: 8.542 eV

Model b:
Formula: H4N2Si
Source: the OMol25 dataset
Level of theory: ωB97M-V/def2-TZVPD

Each line ends with the natural charge from an NBO analysis.
Atoms and positions in Å:
N: 0.8904 0.7356 -0.0627  -0.83
N: 0.8819 -0.7588 0.0596  -0.87
Si: -0.6478 0.0203 0.0105  1.38
H: 1.2256 1.1804 0.6897  0.35
H: 1.4643 -1.1116 -0.8001  0.38
H: -1.3459 -0.2801 1.1072  -0.21
H: -1.4069 -0.0498 -1.3063  -0.19

## Properties
HOMO-LUMO gap: 9.727 eV
SMILES: N1N[SiH2]1

Quick ranking, most stable first: model b, model a.

Model a:
Formula: C5H19N2O4
Source: the OMol25 dataset
Level of theory: ωB97M-V/def2-TZVPD

Each line ends with the natural charge from an NBO analysis.
Atoms and positions in Å:
C: -0.9743 1.5032 0.6814  -0.28
N: -0.0574 0.9729 1.7037  -0.67
C: 1.0215 2.0246 2.0328  -0.43
C: -1.0495 0.5629 -0.6043  -0.04
C: 0.3450 0.5710 -1.3663  -0.70
N: -1.4822 -0.8028 -0.1527  -0.72
C: -1.4867 -1.9146 -1.1779  0.14
O: -0.2372 -2.2814 -1.3659  -0.96
H: -0.9890 2.5527 0.3276  0.19
H: -1.9756 1.4595 1.2521  0.23
H: 0.3201 0.0875 1.4415  0.36
H: 1.2118 2.5294 1.0617  0.19
H: 1.8624 1.5223 2.4294  0.19
H: 0.4844 2.5431 2.8677  0.20
H: -1.9387 0.8244 -1.2027  0.19
H: 0.3265 1.0814 -2.2952  0.19
H: 0.5741 -0.4931 -1.5224  0.29
H: 1.1459 1.0200 -0.8432  0.17
H: -0.9565 -1.1805 0.6295  0.34
H: -2.0033 -1.5844 -2.1115  0.09
H: -2.1175 -2.7191 -0.7409  0.09
H: -2.3439 0.0224 2.1566  0.47
H: -3.3721 -0.4472 1.2045  0.49
O: -3.2837 0.1685 1.9657  -0.97
H: 0.7504 -2.2271 -2.7711  0.52
H: 1.7714 -1.5399 -3.7473  0.44
O: 1.1479 -2.2752 -3.6871  -1.01
H: 4.6920 0.0585 1.4617  0.46
H: 3.9336 -1.1588 0.9104  0.48
O: 4.6806 -0.8802 1.4619  -0.95

## Properties
HOMO-LUMO gap: 6.535 eV
Net charge: -1

Model b:
Formula: C5H19N2O4
Source: the OMol25 dataset
Level of theory: ωB97M-V/def2-TZVPD

Each line ends with the natural charge from an NBO analysis.
Atoms and positions in Å:
N: 2.1491 2.0811 2.1121  -0.86
C: 1.1472 2.0919 1.0807  -0.25
C: 1.1162 0.6584 0.5689  -0.28
N: 0.4133 0.5583 -0.8257  -0.70
C: -1.5266 0.7079 0.4579  -0.67
C: -0.8703 1.2335 -0.8104  -0.08
C: -1.4417 0.8797 -2.2581  -0.05
O: -2.0918 -0.3927 -2.2275  -0.82
H: 3.0822 1.9803 1.7491  0.35
H: 2.0365 1.3185 2.8044  0.36
H: 1.2811 2.8503 0.2654  0.19
H: 0.1258 2.2393 1.4823  0.19
H: 0.7788 -0.2312 1.2743  0.24
H: 2.1385 0.4616 0.3530  0.17
H: 0.4857 -0.3533 -1.2014  0.41
H: -2.6057 0.5888 0.3624  0.21
H: -1.3203 -0.4261 0.5223  0.25
H: -1.3793 1.1230 1.4670  0.21
H: -0.7524 2.3118 -0.7666  0.16
H: -0.6854 0.9578 -2.9820  0.17
H: -2.4618 1.4159 -2.4071  0.16
H: -0.5490 -2.4491 2.6847  0.45
H: 0.3137 -2.2847 1.4731  0.52
O: 0.0450 -1.7822 2.3122  -1.01
H: 0.4249 -2.4672 -0.8034  0.52
H: 0.7348 -4.0462 0.0386  0.44
O: 0.8893 -3.1355 0.1579  -1.13
H: -1.4349 -1.2720 -2.3774  0.52
H: 0.0673 -2.5433 -2.6660  0.45
O: -0.1102 -2.0747 -1.8407  -1.13

## Properties
HOMO-LUMO gap: 7.953 eV
Net charge: -1

Quick ranking, most stable first: model a, model b.

Model a:
Formula: BrIO2S2
Source: the OMol25 dataset
Level of theory: ωB97M-V/def2-TZVPD

Each line ends with the natural charge from an NBO analysis.
Atoms and positions in Å:
O: 0.2512 0.2368 0.8055  -0.82
O: -0.6433 0.4864 -1.4375  -0.77
S: 1.1981 0.1811 -0.7826  0.46
S: -1.1721 0.7342 0.3022  1.30
Br: -2.6910 -0.9237 0.5628  -0.08
I: 3.0570 -0.7147 0.5495  -0.09

## Properties
HOMO-LUMO gap: 6.602 eV

Model b:
Formula: BrIO2S2
Source: the OMol25 dataset
Level of theory: ωB97M-V/def2-TZVPD

Each line ends with the natural charge from an NBO analysis.
Atoms and positions in Å:
O: -0.4273 -0.1697 1.9625  -0.84
O: -0.9087 0.7518 -0.3163  -0.90
S: -0.1058 0.9519 1.1549  1.51
S: -0.5613 0.2995 -1.8331  0.49
Br: 2.0162 0.6895 0.4918  -0.19
I: -0.0130 -2.5230 -1.4598  -0.06

## Properties
HOMO-LUMO gap: 6.804 eV

Quick ranking, most stable first: model b, model a.